[1]
Formula: C6H10O
Source: the OMol25 dataset
Level of theory: ωB97M-V/def2-TZVPD

XYZ file:
```
17
Properties=species:S:1:pos:R:3:forces:R:3
C 1.11877 0.18096 -1.49430 0.3 -0.3 -0.1
C 1.07277 -0.92277 -0.74986 0.1 0.0 -0.1
C 0.77739 -0.94112 0.73402 0.1 0.1 -0.1
C -0.77083 -0.94744 0.76305 0.0 0.0 -0.1
C -1.41043 0.32075 0.24904 0.0 0.1 -0.2
C -0.87053 1.51822 0.02529 -0.5 0.0 0.0
O 0.27320 2.03456 0.59930 -0.3 0.1 0.3
H 1.27151 1.15667 -1.04462 -0.1 -0.2 -0.2
H 0.94752 0.14263 -2.56815 0.5 -0.1 0.1
H 0.98432 -1.89764 -1.23645 -0.1 0.2 0.0
H 1.14990 -1.84807 1.22791 0.0 0.2 -0.2
H 1.20082 -0.07719 1.25378 0.0 -0.2 -0.1
H -1.02740 -1.66424 -0.03185 -0.2 -0.1 0.3
H -1.20450 -1.35513 1.68843 0.2 0.3 -0.1
H -2.36648 0.17548 -0.24642 0.1 0.0 0.0
H -1.29996 2.18943 -0.71813 -0.1 0.0 0.4
H 0.15394 1.93492 1.54897 0.3 0.0 0.0
```
Forces are in eV/Å.

## Properties
2S+1: 1
total charge: 0
LUMO level: 0.915 eV
relative energy (zero: lowest compared OMol25 entry of this formula, charge and spin): 40.87 kcal per mole

[2]
Formula: C4H16NSi2
Source: the OMol25 dataset
Level of theory: ωB97M-V/def2-TZVPD

XYZ file:
```
23
Properties=species:S:1:pos:R:3:forces:R:3
C 1.79128 1.37985 0.32354 -0.7 -1.9 0.4
C 3.31428 -0.45057 -0.21360 -2.3 -3.6 -2.4
C 1.86341 -0.13913 0.12719 1.3 0.3 3.0
C -2.43539 0.61122 0.69500 0.2 1.7 -2.4
N 0.90000 -0.66818 -0.77218 -2.3 0.9 -1.8
Si -4.27840 0.54479 -0.21735 1.7 -1.1 0.6
Si -1.23883 -0.70777 0.36205 1.4 -1.7 -2.1
H 2.36338 1.58172 1.20643 0.7 0.4 0.2
H 2.25636 1.70569 -0.57026 0.1 1.6 -0.7
H 0.79804 1.72829 0.57308 -0.4 0.4 -0.6
H 3.36350 -1.58921 -0.47068 0.2 1.9 0.3
H 4.01431 -0.28281 0.50976 1.5 0.6 2.2
H 3.56573 0.11402 -1.08741 0.4 0.2 -0.7
H 1.57825 -0.60561 1.09573 0.6 0.1 -0.3
H -1.81956 1.51020 0.29149 -1.0 -0.9 0.0
H 0.87574 -0.18001 -1.67618 0.0 0.4 0.4
H 1.09530 -1.59870 -1.11827 0.1 -0.6 0.7
H -5.13582 -0.16483 0.79222 0.4 -0.2 -0.6
H -3.75264 -0.25258 -1.45095 -1.0 0.7 0.8
H -5.01617 1.81060 -0.39375 0.6 0.1 -0.3
H -0.24785 -1.18890 1.34483 -0.7 0.0 0.3
H -1.47407 -1.64890 -0.84958 -0.3 0.7 1.3
H -2.41911 0.90316 1.70314 -0.3 0.0 1.7
```
Forces are in eV/Å.

## Properties
2S+1: 1
total charge: +1
LUMO level: -4.301 eV
relative energy (zero: lowest compared OMol25 entry of this formula, charge and spin): 9.07 kcal per mole

[3]
Formula: C40H36BF4GeN6OS4Ti
Source: the OMol25 dataset
Level of theory: ωB97M-V/def2-TZVPD

XYZ file:
```
94
Properties=species:S:1:pos:R:3:forces:R:3
Ti 0.11581 -0.14319 0.34964 -0.3 1.0 -1.3
C 4.27075 -1.16388 0.15415 -0.1 0.0 -0.2
C 4.81483 -0.65677 1.34366 -0.2 0.2 0.2
C 4.02223 0.09661 2.15677 0.2 -0.2 -0.1
C 2.66819 0.37766 1.81035 0.0 0.3 -0.1
N 2.15429 -0.11461 0.63285 0.5 0.1 0.4
C 2.96630 -0.87917 -0.13422 0.5 -0.3 -0.1
N 1.99016 1.11771 2.68557 0.0 -0.2 0.2
C 0.81991 1.70668 2.43943 0.5 0.3 0.0
N 0.10169 1.72329 1.25962 0.0 0.4 0.3
C -0.89317 2.68206 1.39499 -0.2 0.3 -0.4
N -1.72466 3.20242 0.51569 -0.2 -0.2 0.3
C -1.62245 3.08183 -0.82478 0.2 0.0 -0.2
C -2.60105 3.77611 -1.58242 -0.1 -0.1 -0.1
C -2.48719 3.85722 -2.94520 0.1 0.0 0.1
C -1.36596 3.29036 -3.55385 0.0 0.0 -0.1
C -0.47196 2.60930 -2.75239 0.1 0.1 -0.1
N -0.59889 2.43598 -1.43446 -0.2 0.1 0.2
C -0.86347 3.20700 2.74006 0.4 -0.3 0.1
C -1.65226 4.14519 3.40040 -0.1 0.1 0.1
C -1.34501 4.45728 4.71089 -0.1 0.0 -0.1
C -0.26508 3.83359 5.36929 0.1 -0.1 0.1
C 0.52283 2.90473 4.72293 0.1 0.0 0.1
C 0.22912 2.59551 3.39249 -0.4 0.0 -0.2
H 4.82883 -1.82240 -0.49403 0.0 0.0 0.0
H 5.84149 -0.87493 1.61360 0.0 0.0 0.0
H 4.37103 0.49995 3.09688 0.0 0.0 0.0
H 2.53320 -1.32530 -1.01716 -0.1 0.0 0.1
H -3.41856 4.23122 -1.04065 0.0 0.0 0.0
H -3.23470 4.37062 -3.53984 0.0 0.0 0.0
H -1.20684 3.35198 -4.62199 0.1 0.0 0.0
H 0.41574 2.18541 -3.19395 0.0 -0.2 -0.1
H -2.49481 4.60013 2.89450 0.0 0.0 -0.1
H -1.93921 5.18456 5.25253 0.0 0.0 0.0
H -0.06053 4.09197 6.40280 0.0 0.0 0.0
H 1.34359 2.40820 5.22780 0.0 0.1 0.0
S -3.76078 0.57524 0.64516 0.0 0.2 0.0
S -5.03655 -0.86678 0.32177 0.6 -0.7 -0.2
S -3.87344 -2.65599 -0.14649 -0.5 0.7 0.0
S -1.96966 -2.30728 0.19343 -0.2 -0.1 0.3
C 1.11904 -2.33867 3.56084 0.2 -0.2 -0.1
N -0.01072 -1.57473 4.08269 0.0 0.3 -0.3
C -0.29075 -1.57994 5.50452 -0.1 0.0 0.2
C -0.70534 -0.84023 3.22070 -0.1 -0.3 0.7
C -1.95101 -0.15099 3.66317 0.0 0.1 -0.1
O -0.32402 -0.78650 2.02920 -0.4 -0.9 1.6
H 1.55879 -2.93132 4.35829 0.0 0.0 0.0
H 1.87931 -1.68228 3.14181 -0.1 0.0 0.1
H 0.78773 -3.00401 2.76871 -0.1 0.1 0.1
H 0.54082 -2.05310 6.01890 0.0 0.0 -0.1
H -1.19820 -2.14349 5.73858 0.0 0.0 0.0
H -0.39166 -0.56531 5.89078 0.0 0.0 0.0
H -2.16398 -0.28582 4.71930 0.0 0.0 -0.1
H -2.77674 -0.54349 3.06907 0.0 0.0 -0.1
H -1.88102 0.91178 3.43626 0.0 0.0 -0.1
F 2.60812 -3.95757 -0.50904 0.0 0.0 0.1
B 1.88555 -3.77657 0.66402 0.0 0.1 -0.1
F 2.77288 -3.49323 1.72455 0.1 0.0 0.0
F 1.11690 -4.89507 0.98413 0.0 0.0 0.0
F 0.99058 -2.63898 0.51694 0.1 -0.3 0.0
C 2.73355 1.47033 -5.41523 0.1 0.0 0.0
C 1.51258 0.90426 -5.75627 0.0 0.0 -0.1
C 0.81431 0.14016 -4.83113 0.0 -0.1 0.0
C 1.28550 -0.04997 -3.53126 0.0 0.1 0.4
C 2.50495 0.54905 -3.20534 0.0 0.0 0.0
C 3.23391 1.28056 -4.13510 0.0 0.0 0.0
Ge 0.16137 -1.01808 -2.13147 -0.2 -0.5 -1.9
C 0.71803 -2.88301 -2.66351 0.1 0.1 0.3
C -0.01487 -3.98952 -2.23178 -0.1 -0.1 0.0
C 0.35445 -5.28206 -2.56934 0.0 0.0 -0.1
C 1.47348 -5.50145 -3.36076 0.0 0.0 -0.1
C 2.20816 -4.41771 -3.81271 0.0 -0.1 0.0
C 1.83192 -3.12663 -3.46400 0.0 0.1 0.0
C -1.59546 -1.02803 -3.12606 0.0 0.1 0.3
C -1.92434 -1.97517 -4.09707 0.1 0.0 0.0
C -3.19764 -2.03258 -4.64876 0.0 0.0 -0.1
C -4.17962 -1.14407 -4.23494 0.0 0.0 0.0
C -3.86583 -0.17433 -3.29440 0.0 0.0 0.0
C -2.58681 -0.11878 -2.75968 0.0 0.0 0.0
H 3.28609 2.06287 -6.13619 0.0 0.0 0.0
H 1.09501 1.07269 -6.74365 0.0 0.0 0.0
H -0.14209 -0.28933 -5.10681 0.0 0.0 -0.1
H 2.88941 0.48498 -2.19431 0.0 0.0 0.0
H 4.18358 1.72108 -3.85110 0.0 0.0 0.0
H -0.88748 -3.83997 -1.60981 0.0 0.0 0.0
H -0.22296 -6.12356 -2.20370 0.0 0.0 0.0
H 1.77338 -6.51061 -3.62263 0.0 0.0 0.0
H 3.08731 -4.57951 -4.42837 0.0 0.0 0.0
H 2.42862 -2.29344 -3.82118 0.0 0.0 0.0
H -1.16906 -2.68407 -4.41975 -0.1 -0.1 0.0
H -3.42384 -2.77897 -5.40395 0.0 0.0 0.0
H -5.18523 -1.21208 -4.63634 0.0 0.0 0.0
H -4.61879 0.53179 -2.96474 0.0 0.0 0.0
H -2.35594 0.64654 -2.03146 -0.1 0.0 0.1
```
Forces are in eV/Å.

## Properties
2S+1: 4
expectation value of S²: 3.789
total charge: -2
LUMO level (spin up / spin down): 4.071 / 3.637 eV

[4]
Formula: C3H6INO2
Source: the OMol25 dataset
Level of theory: ωB97M-V/def2-TZVPD

XYZ file:
```
13
Properties=species:S:1:pos:R:3:forces:R:3
C 0.94382 -0.58607 -0.00230 2.0 -0.7 -2.0
C -1.33461 0.35921 0.60192 -3.5 -0.2 3.1
C 0.11229 0.44222 0.65784 -1.2 1.1 -1.5
N 0.33542 -1.49504 -0.88864 1.4 0.6 0.9
O 2.16034 -0.50379 0.23023 -1.8 -0.6 0.1
O 0.66182 1.36906 1.35052 2.0 -1.6 0.2
I 0.32845 1.57228 -2.53125 -0.1 -0.2 0.8
H -1.89484 0.24987 -0.36438 1.1 0.5 0.8
H -1.79609 1.22623 1.28006 0.9 -1.8 -1.8
H -1.66684 -0.64133 1.19613 1.0 2.0 -1.1
H -0.54634 -1.26977 -1.34710 0.4 0.3 0.4
H 1.01897 -1.84819 -1.57440 -0.5 0.2 0.7
H 1.67763 1.12530 1.39137 -1.8 0.5 -0.4
```
Forces are in eV/Å.

## Properties
2S+1: 1
total charge: 0
LUMO level (spin up / spin down): -2.457 / -2.458 eV
relative energy (zero: lowest compared OMol25 entry of this formula, charge and spin): 37.84 kcal per mole

[5]
Formula: C8H17FIN6P
Source: the OMol25 dataset
Level of theory: ωB97M-V/def2-TZVPD

XYZ file:
```
34
Properties=species:S:1:pos:R:3:forces:R:3
C 1.95070 -2.82971 0.24943 0.0 0.2 0.3
C 2.89253 -1.66912 0.16970 -0.6 0.1 0.1
N 4.09478 -1.83494 -0.16339 0.4 -0.2 0.0
C 2.32489 -0.30159 0.53316 0.7 0.2 -0.2
N 1.69868 0.39981 -0.60387 0.4 -0.7 0.3
P 2.54991 0.59846 -2.08951 -0.7 1.3 -0.9
N 2.52892 1.98933 -2.75157 0.1 0.0 0.5
C 0.43690 0.88253 -0.47219 -1.3 0.6 -0.4
N -0.23558 1.56767 -1.41316 0.4 0.3 -1.1
C -1.43122 1.83192 -0.89068 1.8 -0.9 0.2
N -1.49426 1.32561 0.32411 -3.4 1.6 0.8
C -2.83896 1.43454 1.15066 -1.2 -0.4 -0.9
C -3.35225 -0.01281 1.26815 0.2 -0.1 -0.6
C -3.50060 -0.66891 -0.10639 -0.2 0.2 -0.1
F -4.77638 -1.19454 -0.27110 0.0 -0.1 0.1
N -0.31916 0.75499 0.62473 2.0 -2.1 -1.5
H 2.51439 -3.74882 0.34003 0.0 -0.2 -0.4
H 1.34079 -2.73603 1.14603 -0.2 0.0 0.1
H 1.28160 -2.82385 -0.60761 -0.1 -0.2 -0.1
H 4.59706 -0.95019 -0.13239 0.2 0.0 0.0
H 1.64292 -0.41818 1.36615 -0.2 0.1 0.0
H 3.15008 0.31557 0.88645 0.1 0.1 0.1
H 3.84868 0.16820 -1.80420 -0.2 -0.5 0.3
H 1.95440 -0.34969 -2.94082 0.3 -0.5 0.3
H 1.99912 2.67454 -2.23308 0.0 0.3 -0.3
H -2.23938 2.36038 -1.35348 -0.1 0.1 -0.1
H -3.58462 1.90895 0.49483 0.6 0.3 -0.5
H -2.71318 1.98414 2.17242 -1.4 -0.5 -3.2
H -2.64437 -0.61233 1.81874 -0.1 0.0 0.5
H -4.31543 -0.05473 1.76714 -0.1 0.2 0.1
H -3.35668 0.03438 -0.92437 0.0 0.1 -0.1
H -2.78298 -1.47370 -0.25059 0.0 -0.2 0.0
H -0.08057 0.26101 1.66911 -1.2 1.4 -1.6
I -1.14071 1.18711 3.02753 3.7 -0.5 8.3
```
Forces are in eV/Å.

## Properties
2S+1: 1
total charge: 0
LUMO level: 0.232 eV

[6]
Formula: C20H19N3O7S
Source: the OMol25 dataset
Level of theory: ωB97M-V/def2-TZVPD

XYZ file:
```
50
Properties=species:S:1:pos:R:3:forces:R:3
C -1.80545 -2.72034 -4.16438 -0.1 -0.1 -0.2
O -0.88505 -2.16043 -3.25090 0.0 0.2 0.2
C -1.29176 -1.17487 -2.42921 -0.1 0.1 0.0
C -2.53907 -0.54815 -2.48569 0.1 -0.3 -0.2
C -2.85190 0.47000 -1.60435 0.2 0.1 0.3
C -1.94041 0.88956 -0.64131 0.1 0.0 -0.4
C -2.28955 2.00837 0.27826 0.0 -0.1 -0.1
O -2.89921 2.98671 -0.09144 -0.1 0.0 -0.1
N -1.83375 1.91208 1.56983 0.0 0.7 0.3
C -1.31649 0.82870 2.25636 0.3 -0.5 0.5
C -1.67632 -0.50729 2.01144 -0.1 0.2 0.1
C -1.09822 -1.54439 2.71594 0.1 0.0 0.1
C -0.15829 -1.31909 3.72128 0.1 0.2 0.2
C 0.15279 -0.00984 4.01074 -0.5 -0.1 -0.5
C -0.41868 1.04694 3.29556 -0.1 -0.6 -0.2
C 0.09575 2.31667 3.83825 0.0 0.1 0.0
O -0.17623 3.44834 3.51558 -0.1 0.1 -0.1
N 0.97056 1.94860 4.84386 0.3 0.4 0.3
C 1.06708 0.57287 5.02651 0.2 0.0 0.2
O 1.75309 0.03400 5.85127 0.0 -0.1 0.0
C -0.68445 0.29040 -0.60661 -0.2 0.2 -0.1
C -0.37312 -0.73099 -1.47263 0.7 -0.5 0.1
S 1.21244 -1.55199 -1.20537 0.3 -0.1 0.0
O 1.66093 -1.11191 0.08513 0.0 0.3 -0.1
O 1.04993 -2.95356 -1.43271 -0.1 0.1 -0.2
N 2.31218 -0.98917 -2.30331 -0.6 -0.4 0.8
C 2.19350 -1.39142 -3.68499 -0.2 -0.1 -0.6
C 1.51159 -0.30218 -4.52155 0.0 -0.3 0.0
O 2.13463 0.95129 -4.34714 0.2 0.1 -0.1
C 2.11118 1.35364 -2.99512 0.1 0.0 0.3
C 2.84771 0.33896 -2.11582 0.0 0.7 0.0
H -1.27221 -3.53784 -4.64541 -0.1 0.0 0.0
H -2.11206 -1.99089 -4.92054 0.0 0.0 0.1
H -2.68699 -3.11486 -3.65248 0.0 0.0 0.0
H -3.27170 -0.85444 -3.21488 0.0 -0.1 -0.1
H -3.81854 0.94827 -1.65088 -0.1 0.1 0.0
H -1.79160 2.79710 2.07107 0.0 -0.1 -0.2
H -2.42145 -0.72522 1.26283 0.0 0.0 0.0
H -1.38975 -2.55704 2.48407 0.0 -0.1 0.0
H 0.29786 -2.13271 4.26056 0.0 -0.1 0.1
H 1.48107 2.61485 5.40516 -0.1 -0.1 -0.1
H 0.07266 0.59049 0.10011 0.0 0.0 0.1
H 1.62211 -2.31828 -3.70165 0.1 0.0 -0.2
H 3.20161 -1.57196 -4.07453 -0.1 0.0 0.0
H 1.58905 -0.53137 -5.58560 -0.1 -0.1 0.1
H 0.45071 -0.22345 -4.24257 0.1 0.0 -0.1
H 2.60308 2.32681 -2.96117 -0.1 0.0 0.1
H 1.06843 1.45961 -2.65426 0.1 0.0 0.0
H 2.75625 0.57972 -1.05775 0.2 0.2 -0.1
H 3.90733 0.32069 -2.39407 -0.1 0.0 0.1
```
Forces are in eV/Å.

## Properties
2S+1: 1
total charge: 0
LUMO level: -0.561 eV
relative energy (zero: lowest compared OMol25 entry of this formula, charge and spin): 8.49 kcal per mole

Number 4 is which compound? C3H6INO2

2S+1 of number 4 (C3H6INO2)? 1

Among the records above, which one has the highest total charge? C4H16NSi2

Which of these has the lowest total charge? C40H36BF4GeN6OS4Ti